[1]
{"formula": "H2NO4P", "method": "ωB97M-V/def2-TZVPD", "charge": -2, "relative_energy_kcal_mol": 28.17, "orbital_gap_ha": 0.2506, "species": ["N", "O", "O", "O", "O", "P", "H", "H"], "xyz": [[0.055, -0.117, 1.060], [-2.048, 1.309, -0.470], [-3.009, -0.605, 1.056], [-1.575, -1.109, -1.062], [0.759, -0.312, -0.209], [-1.964, -0.117, 0.061], [0.068, 0.923, 1.423], [0.004, -0.546, -0.665]]}

=====

[2]
{"formula": "C46H110Cl4O26P2", "method": "ωB97M-V/def2-TZVPD", "charge": 0, "orbital_gap_ha": 0.3421, "species": ["C", "O", "P", "O", "O", "C", "O", "C", "H", "H", "H", "H", "H", "H", "H", "H", "H", "C", "O", "P", "O", "O", "C", "O", "C", "H", "H", "H", "H", "H", "H", "H", "H", "H", "C", "O", "C", "C", "O", "C", "C", "O", "C", "H", "H", "H", "H", "H", "H", "H", "H", "H", "H", "H", "H", "H", "H", "C", "O", "C", "C", "O", "C", "C", "O", "C", "H", "H", "H", "H", "H", "H", "H", "H", "H", "H", "H", "H", "H", "H", "C", "O", "C", "C", "O", "C", "C", "O", "C", "H", "H", "H", "H", "H", "H", "H", "H", "H", "H", "H", "H", "H", "H", "C", "O", "C", "C", "O", "C", "C", "O", "C", "H", "H", "H", "H", "H", "H", "H", "H", "H", "H", "H", "H", "H", "H", "C", "O", "C", "C", "O", "C", "C", "O", "C", "H", "H", "H", "H", "H", "H", "H", "H", "H", "H", "H", "H", "H", "H", "C", "O", "C", "C", "O", "C", "C", "O", "C", "H", "H", "H", "H", "H", "H", "H", "H", "H", "H", "H", "H", "H", "H", "Cl", "C", "C", "Cl", "H", "H", "H", "H", "Cl", "C", "C", "Cl", "H", "H", "H", "H"], "xyz": [[0.523, 1.441, 2.385], [-0.034, 2.163, 1.256], [0.721, 1.821, -0.176], [2.154, 1.502, -0.122], [-0.261, 0.614, -0.795], [-0.154, -0.690, -0.202], [0.417, 3.074, -1.125], [-0.859, 3.697, -1.123], [1.006, 2.124, 3.084], [1.317, 0.715, 2.215], [-0.322, 0.992, 2.908], [-1.062, -0.844, 0.380], [0.755, -0.917, 0.354], [-0.066, -1.376, -1.044], [-0.870, 4.200, -0.156], [-1.642, 2.940, -1.106], [-0.982, 4.344, -1.991], [-9.996, 8.674, -2.696], [-9.278, 9.340, -1.668], [-7.647, 9.221, -1.728], [-7.154, 7.925, -2.228], [-7.207, 9.579, -0.184], [-7.195, 8.535, 0.787], [-7.192, 10.508, -2.662], [-5.841, 10.752, -2.895], [-9.870, 7.595, -2.605], [-9.647, 8.889, -3.706], [-11.067, 8.873, -2.642], [-7.894, 8.773, 1.589], [-6.198, 8.535, 1.228], [-7.351, 7.545, 0.359], [-5.605, 11.810, -2.781], [-5.653, 10.399, -3.909], [-5.251, 10.206, -2.158], [-0.354, -18.749, 2.359], [0.165, -17.429, 2.438], [-0.788, -16.444, 2.052], [-0.200, -15.009, 2.350], [0.833, -14.708, 1.454], [1.339, -13.353, 1.540], [0.376, -12.324, 1.096], [-0.592, -11.992, 2.093], [-1.639, -11.055, 1.748], [-0.887, -18.958, 3.286], [0.457, -19.460, 2.205], [-1.043, -18.803, 1.516], [-1.709, -16.532, 2.628], [-1.056, -16.474, 0.996], [0.064, -14.872, 3.399], [-1.015, -14.373, 2.006], [2.204, -13.427, 0.880], [1.701, -13.083, 2.532], [0.020, -12.625, 0.110], [0.924, -11.408, 0.874], [-2.204, -10.827, 2.652], [-2.338, -11.457, 1.014], [-1.256, -10.103, 1.383], [6.538, 10.263, -5.378], [6.544, 10.743, -4.044], [7.619, 10.366, -3.277], [7.479, 8.973, -2.520], [6.388, 9.011, -1.495], [5.947, 7.727, -1.053], [5.153, 7.791, 0.263], [3.954, 8.510, -0.026], [3.231, 8.802, 1.198], [7.538, 10.310, -5.807], [5.729, 10.772, -5.903], [6.443, 9.178, -5.364], [7.545, 11.209, -2.590], [8.555, 10.444, -3.831], [8.429, 8.667, -2.082], [7.275, 8.142, -3.196], [6.849, 7.137, -0.896], [5.422, 7.250, -1.881], [5.723, 8.272, 1.058], [4.915, 6.766, 0.549], [3.077, 7.882, 1.761], [2.275, 9.286, 0.996], [3.831, 9.465, 1.822], [5.000, -5.641, -3.993], [3.938, -6.295, -4.671], [2.702, -6.122, -3.919], [1.530, -6.844, -4.690], [0.371, -6.970, -3.824], [-0.839, -7.422, -4.428], [-1.724, -6.231, -4.834], [-2.471, -5.675, -3.801], [-3.651, -4.980, -4.168], [5.156, -6.007, -2.978], [4.887, -4.557, -4.006], [5.944, -5.764, -4.523], [2.479, -5.066, -3.766], [2.785, -6.649, -2.968], [1.762, -7.861, -5.004], [1.246, -6.342, -5.615], [-1.455, -8.020, -3.757], [-0.694, -8.089, -5.278], [-2.416, -6.631, -5.575], [-1.123, -5.529, -5.412], [-4.310, -5.497, -4.866], [-3.440, -4.041, -4.680], [-4.229, -4.888, -3.249], [-1.098, 3.140, -7.532], [0.196, 2.558, -7.594], [0.206, 1.163, -7.445], [1.639, 0.627, -7.181], [2.645, 0.840, -8.216], [3.929, 0.948, -7.636], [4.346, 2.253, -7.008], [4.232, 3.400, -7.839], [2.904, 3.881, -8.071], [-1.674, 2.760, -8.376], [-1.053, 4.228, -7.584], [-1.664, 2.900, -6.632], [-0.269, 0.570, -8.227], [-0.387, 0.908, -6.567], [1.615, -0.429, -6.912], [1.924, 1.065, -6.225], [4.603, 0.749, -8.468], [4.007, 0.044, -7.032], [5.428, 2.223, -6.882], [3.849, 2.587, -6.096], [2.459, 4.222, -7.136], [2.292, 3.160, -8.613], [2.997, 4.787, -8.669], [5.074, -2.548, 4.632], [4.092, -3.503, 4.243], [4.038, -4.623, 5.044], [2.615, -4.879, 5.598], [2.338, -3.937, 6.658], [1.092, -4.037, 7.308], [0.942, -2.993, 8.422], [0.804, -1.727, 7.850], [0.740, -0.616, 8.748], [4.767, -2.322, 5.653], [4.983, -1.647, 4.025], [6.105, -2.901, 4.602], [4.860, -4.821, 5.731], [4.128, -5.407, 4.292], [2.467, -5.899, 5.951], [1.831, -4.837, 4.841], [1.131, -5.089, 7.591], [0.347, -3.881, 6.528], [1.603, -3.048, 9.287], [-0.015, -3.121, 8.928], [1.554, -0.631, 9.474], [-0.171, -0.685, 9.343], [0.801, 0.333, 8.216], [-10.132, -1.045, 0.581], [-8.898, -1.368, 1.174], [-8.183, -0.178, 1.587], [-7.032, -0.499, 2.505], [-7.516, -0.909, 3.790], [-6.446, -1.137, 4.691], [-7.041, -1.779, 5.885], [-7.293, -3.151, 5.645], [-7.900, -3.851, 6.720], [-10.598, -2.013, 0.394], [-10.166, -0.532, -0.381], [-10.698, -0.483, 1.324], [-8.878, 0.428, 2.168], [-7.797, 0.297, 0.685], [-6.511, 0.443, 2.674], [-6.348, -1.187, 2.010], [-6.039, -0.171, 4.992], [-5.671, -1.788, 4.286], [-7.933, -1.268, 6.247], [-6.329, -1.795, 6.710], [-8.836, -3.412, 7.065], [-7.240, -3.877, 7.587], [-8.094, -4.894, 6.468], [1.045, 10.639, -5.174], [2.043, 10.390, -3.724], [2.443, 11.692, -3.134], [1.205, 12.637, -2.249], [2.938, 9.856, -4.041], [1.446, 9.870, -2.975], [2.783, 12.284, -3.984], [3.302, 11.568, -2.475], [7.584, 8.540, 9.637], [7.414, 7.013, 10.689], [6.020, 6.407, 10.601], [5.517, 6.048, 8.956], [7.616, 7.333, 11.711], [8.234, 6.324, 10.485], [5.237, 7.044, 11.011], [5.999, 5.431, 11.087]]}

=====

Taking the records one at a time from the top gives electronic energy values of -19000.149, -171377.865 eV.
Taking the records one at a time from the top gives max |F| values of 4.731, 3.829 eV/A.